Density functional theory data (ωB97M-V/def2-TZVPD) for a structure of composition C26H31I2N6O2Ru.

Output
Relative energy (zero: lowest compared OMol25 entry of this formula, charge and spin)   0.0 kcal per mole
Total charge   +2
Spin multiplicity   6
HOMO-LUMO gap (alpha / beta)   8.7451 / 6.0627 eV
E   -59271.065 eV
LUMO energy (alpha / beta)   -4.360 / -7.391 eV

Geometry (Å):
Ru: 0.624 0.691 -0.166
I: -1.184 4.806 6.312
C: -0.428 4.071 4.556
C: 0.210 4.934 3.654
C: 0.722 4.436 2.488
I: 1.696 5.677 1.159
C: 0.596 3.028 2.147
O: 1.066 2.605 1.064
C: -0.062 2.160 3.112
C: -0.219 0.679 2.863
N: 0.908 0.116 2.105
C: 1.013 -1.342 2.164
C: 2.074 -1.797 1.189
C: 2.897 -2.878 1.463
C: 3.875 -3.230 0.546
C: 4.005 -2.483 -0.615
C: 3.141 -1.423 -0.817
N: 2.188 -1.088 0.057
C: -0.540 2.691 4.273
H: 0.301 5.985 3.889
H: -1.134 0.482 2.294
H: -0.332 0.179 3.830
H: 1.779 0.531 2.426
H: 0.043 -1.754 1.880
H: 1.248 -1.700 3.171
H: 2.781 -3.422 2.391
H: 4.535 -4.064 0.742
H: 4.765 -2.710 -1.349
H: 3.202 -0.815 -1.710
H: -1.012 2.047 5.004
C: 1.931 1.700 -4.813
C: 1.671 1.262 -3.452
N: 1.465 0.916 -2.379
H: 1.120 2.343 -5.150
H: 2.002 0.834 -5.469
H: 2.869 2.253 -4.843
N: -3.894 4.860 -2.062
C: -2.957 3.967 -1.697
C: -3.294 2.657 -1.312
C: -2.302 1.784 -0.943
N: -0.995 2.101 -0.921
C: -0.674 3.355 -1.289
C: -1.590 4.298 -1.676
H: -4.865 4.609 -2.100
H: -3.642 5.786 -2.360
H: -4.326 2.333 -1.303
H: -2.547 0.773 -0.647
H: 0.379 3.606 -1.252
H: -1.256 5.289 -1.953
O: -1.039 -0.941 -0.162
C: -1.187 -2.063 -0.695
C: -0.228 -2.613 -1.718
C: 0.502 -3.910 -1.276
C: -0.072 -4.607 -0.041
C: -1.479 -5.175 -0.220
C: -2.438 -4.180 -0.875
N: -2.239 -2.817 -0.383
H: 0.490 -1.826 -1.944
H: -0.799 -2.790 -2.633
H: 1.543 -3.661 -1.067
H: 0.517 -4.607 -2.115
H: -0.066 -3.905 0.801
H: 0.602 -5.414 0.247
H: -1.867 -5.483 0.753
H: -1.447 -6.072 -0.842
H: -3.475 -4.450 -0.691
H: -2.307 -4.176 -1.958
H: -2.865 -2.446 0.316

Here are the Löwdin charges for atoms 1 to 5, given in e:
1. Ru 1.31
2. I 1.07
3. C -0.71
4. C -0.21
5. C -0.62



Density functional theory data (ωB97M-V/def2-TZVPD) for an isolated molecule of C24H23N3O3S.

Output
Relative energy (zero: lowest compared OMol25 entry of this formula, charge and spin)   31.8 kcal per mole
HOMO-LUMO gap   8.5287 eV
E   -46710.384 eV
LUMO energy   0.569 eV

Geometry (Å):
C: 5.368 -5.301 0.878
C: 3.980 -4.762 1.035
C: 3.647 -3.493 0.578
C: 2.362 -2.999 0.703
C: 1.365 -3.785 1.279
N: 0.054 -3.318 1.427
C: -0.646 -2.490 0.606
S: -2.015 -1.765 1.170
N: -0.243 -2.406 -0.685
C: -0.624 -1.312 -1.537
C: 0.501 -0.291 -1.619
C: 1.797 -0.723 -2.294
C: 2.743 0.044 -1.770
C: 2.022 0.937 -0.782
O: 0.966 0.112 -0.336
C: 1.252 1.976 -1.660
C: 0.496 2.928 -0.749
O: 0.977 3.776 -0.049
N: -0.850 2.646 -0.868
C: -1.852 3.312 -0.108
C: -1.705 3.422 1.267
C: -2.675 4.074 2.003
C: -3.800 4.612 1.388
C: -4.856 5.294 2.203
C: -3.932 4.484 0.012
C: -2.965 3.842 -0.740
C: -1.138 1.654 -1.786
O: -2.237 1.300 -2.116
C: 0.178 1.095 -2.291
C: 1.697 -5.048 1.764
C: 2.987 -5.524 1.641
H: 5.422 -5.947 0.000
H: 6.086 -4.495 0.750
H: 5.653 -5.894 1.745
H: 4.408 -2.870 0.130
H: 2.141 -1.988 0.394
H: -0.435 -3.579 2.272
H: 0.619 -2.878 -0.922
H: -1.522 -0.862 -1.105
H: -0.856 -1.679 -2.540
H: 1.855 -1.463 -3.067
H: 3.789 0.105 -1.993
H: 2.585 1.358 0.045
H: 1.910 2.513 -2.341
H: -0.839 3.000 1.752
H: -2.561 4.160 3.074
H: -4.409 5.883 3.001
H: -5.508 4.550 2.661
H: -5.468 5.945 1.583
H: -4.801 4.893 -0.482
H: -3.078 3.747 -1.809
H: 0.181 1.021 -3.378
H: 0.936 -5.650 2.238
H: 3.228 -6.506 2.021

Here are the Löwdin charges for atoms 1 to 5, given in e:
1. C -0.05
2. C -0.29
3. C -0.04
4. C -0.02
5. C -0.25



Density functional theory data (ωB97M-V/def2-TZVPD) for the ion CH2BrO2S with charge -1.

Output
Relative energy (zero: lowest compared OMol25 entry of this formula, charge and spin)   23.0 kcal per mole
Total charge   -1
HOMO-LUMO gap   6.9004 eV
E   -86042.077 eV
LUMO energy   3.484 eV

Geometry (Å):
C: -1.043 -0.218 -0.311
O: -1.674 0.803 -0.589
O: 0.823 1.479 1.118
S: 0.862 0.652 -0.139
Br: 2.507 -0.990 0.263
H: -0.911 -0.781 0.695
H: -0.564 -0.945 -1.037

Here are the Löwdin charges for atoms 1 to 5, given in e:
1. C -0.62
2. O -0.21
3. O -0.69
4. S 0.44
5. Br -0.04



Density functional theory data (ωB97M-V/def2-TZVPD) for the ion C4H12N2P with charge +1.

Output
Relative energy (zero: lowest compared OMol25 entry of this formula, charge and spin)   57.2 kcal per mole
Total charge   +1
HOMO-LUMO gap   9.6696 eV
E   -16602.163 eV
LUMO energy   -3.388 eV

Geometry (Å):
N: 1.929 0.911 -1.457
C: 0.539 1.086 -1.519
C: -0.277 -0.148 -1.212
C: -0.269 -0.711 0.226
N: 0.482 -0.126 1.327
C: -0.988 -0.090 1.313
P: -1.861 -1.126 2.732
H: 2.291 0.416 -2.240
H: 2.623 1.656 -1.518
H: 0.176 1.477 -2.649
H: 0.310 1.901 -0.873
H: -1.303 0.154 -1.485
H: 0.265 -0.951 -1.773
H: -0.387 -1.773 0.294
H: 1.099 -0.656 2.116
H: 0.854 0.777 1.180
H: -1.391 1.014 1.249
H: -1.106 -2.312 2.325
H: -2.986 -1.498 1.964

Here are the Löwdin charges for atoms 1 to 5, given in e:
1. N -0.01
2. C -0.34
3. C -0.12
4. C -0.27
5. N 0.10



Density functional theory data (ωB97M-V/def2-TZVPD) for an isolated molecule of C4H7ClO2.

Output
Relative energy (zero: lowest compared OMol25 entry of this formula, charge and spin)   54.7 kcal per mole
HOMO-LUMO gap   9.1112 eV
E   -20876.212 eV
LUMO energy   0.304 eV

Geometry (Å):
O: 1.739 0.029 0.209
C: 0.941 -1.104 -0.118
C: -0.506 -0.952 -0.332
C: -1.398 0.076 -0.159
Cl: -3.104 -0.145 -0.029
C: -0.800 1.362 0.323
O: 0.030 2.081 -0.524
H: 2.722 -0.217 0.099
H: 0.933 -1.849 0.800
H: 1.364 -1.647 -1.006
H: -1.083 -1.904 -0.542
H: -0.099 0.773 1.220
H: -1.515 2.138 0.707
H: 0.777 1.361 -0.648

Here are the Löwdin charges for atoms 1 to 5, given in e:
1. O -0.12
2. C -0.27
3. C -0.15
4. C -0.68
5. Cl 0.67



Density functional theory data (ωB97M-V/def2-TZVPD) for an isolated molecule of C5H6O.

Output
Relative energy (zero: lowest compared OMol25 entry of this formula, charge and spin)   66.6 kcal per mole
HOMO-LUMO gap   10.6264 eV
E   -7326.398 eV
LUMO energy   0.544 eV

Geometry (Å):
C: -1.611 0.387 0.008
C: -0.709 -0.817 -0.274
C: 0.552 -0.395 -0.852
C: 1.619 0.191 -0.967
C: 2.268 0.447 0.336
O: 1.763 1.121 1.205
H: -1.100 1.091 0.670
H: -1.848 0.906 -0.923
H: -2.538 0.058 0.483
H: -1.191 -1.595 -0.863
H: -0.402 -1.281 0.676
H: 3.198 -0.113 0.500

Here are the Löwdin charges for atoms 1 to 5, given in e:
1. C -0.09
2. C -0.23
3. C -0.02
4. C 0.03
5. C -0.31